*a*
ORCA calculation (the ωB97M-V functional and the def2-TZVPD basis) on the molecule C4H6N2S.

E_HOMO in eV: -9.42
Net charge: 0
Molecular weight in u: 114.17
HOMO-LUMO gap in hartree: 0.373

CARTESIAN COORDINATES (ANGSTROEM)
H -1.37051 -0.74471 3.33864
N -0.72541 -0.34019 2.66486
C -0.83233 -0.74823 1.48779
C 0.08439 -0.18711 0.44331
C 0.87847 -1.22390 -0.15743
N 1.49135 -2.03302 -0.68312
S -0.94973 0.57299 -0.89724
C 0.38179 1.29377 -1.89518
H -1.54634 -1.49043 1.11209
H 0.72087 0.58930 0.87868
H -0.10020 1.75515 -2.75090
H 1.05772 0.51007 -2.22600
H 0.90992 2.04631 -1.31550

=====

*b*
ORCA calculation (the ωB97M-V functional and the def2-TZVPD basis) on the molecule C4H6N2S.

E_HOMO in eV: -8.99
Net charge: 0
Molecular weight in u: 114.17
HOMO-LUMO gap in hartree: 0.315

CARTESIAN COORDINATES (ANGSTROEM)
C -2.18220 -0.54015 -0.01509
N -1.54031 0.55797 -0.02771
N -0.22862 0.36192 -0.38120
C 0.53981 -0.82530 0.04082
C 1.74604 0.12274 -0.00810
S 3.34261 -0.17725 -0.07837
C 0.80889 1.28392 0.03604
H -1.62016 -1.46008 -0.14383
H -3.26118 -0.48448 -0.08080
H 0.43927 -1.62240 -0.69808
H 0.21259 -1.05404 1.04732
H 1.03732 2.09588 -0.71729
H 0.70595 1.74127 1.02630

=====

What are the relative energies? In hartree: *a* 0.0000; *b* 0.0818.

=====

*a*
ORCA calculation (the ωB97M-V functional and the def2-TZVPD basis) on a 2-piece molecular cluster, C4H6N2S overall.

E_HOMO in eV: -8.37
Net charge: 0
Molecular weight in u: 114.17
HOMO-LUMO gap in hartree: 0.314

CARTESIAN COORDINATES (ANGSTROEM)
C 1.33781 0.17934 -0.50323
C -0.71980 0.87655 -0.13354
C -0.86517 -0.23410 1.06461
C -0.78284 -0.62142 -0.42560
H 0.82325 1.74406 0.67930
H -1.59715 1.33281 -0.63129
H 0.23032 -0.36208 1.68600
H -2.03010 -0.51411 1.47111
H -1.48035 -0.97296 -1.13571
H 1.13792 -1.83391 -0.89041
N 0.52164 1.35408 -0.61546
N 0.55718 -0.94500 -0.75201
S 2.86729 -0.00327 0.18621

=====

*b*
ORCA calculation (the ωB97M-V functional and the def2-TZVPD basis) on the molecule C4H6N2S.

E_HOMO in eV: -8.37
Net charge: 0
Molecular weight in u: 114.17
HOMO-LUMO gap in hartree: 0.312

CARTESIAN COORDINATES (ANGSTROEM)
C 0.44768 1.23918 -0.94550
C -0.59532 0.32471 -1.54930
C -0.80652 0.82809 0.89477
C 0.84385 -1.50829 0.85616
N 0.14426 1.48462 0.25484
N -1.52687 0.00620 -0.79800
S -0.42044 -0.53506 1.87200
H 1.35923 1.69255 -1.30856
H -0.59534 0.18662 -2.69630
H -1.87194 1.18985 1.22738
H 0.27722 -1.82162 -0.02898
H 0.96981 -2.24546 1.55189
H 1.77437 -0.84140 0.66958

=====

What are the relative energies? In hartree: *a* 0.0583; *b* 0.0000.

=====

*a*
ORCA calculation (the ωB97M-V functional and the def2-TZVPD basis) on C4H6N2S as an isolated structure.

E_HOMO (alpha / beta) in eV: -7.62 / -7.62
Net charge: 0
Molecular weight in u: 114.17
HOMO-LUMO gap (alpha / beta) in hartree: 0.272 / 0.272

CARTESIAN COORDINATES (ANGSTROEM)
C 0.38674 1.87067 -0.05850
C 1.48912 1.19852 0.27175
C -0.83176 -0.02003 0.26890
C -1.86156 -1.04385 0.11561
N -0.80038 1.13700 -0.20572
N 2.02997 -1.10133 -0.72792
S 1.40140 -0.53984 0.62214
H 0.21132 2.84950 -0.31011
H 2.39704 1.68026 0.44159
H -1.37775 -1.59463 -0.84860
H -2.96120 -0.68376 0.05299
H -1.91013 -1.72936 0.95921
H 1.82718 -2.02314 -0.58135

=====

*b*
ORCA calculation (the ωB97M-V functional and the def2-TZVPD basis) on the molecule C4H6N2S.

E_HOMO in eV: -8.02
Net charge: 0
Molecular weight in u: 114.17
HOMO-LUMO gap in hartree: 0.315

CARTESIAN COORDINATES (ANGSTROEM)
C 2.07168 -0.51447 0.00426
C 0.78228 0.19391 -0.03868
N 0.55764 1.45526 -0.00562
C -0.82229 1.60033 -0.01989
C -1.40306 0.37586 0.01295
S -3.06450 -0.06565 -0.01484
N -0.38632 -0.53364 -0.08301
H 2.13843 -1.17937 0.89108
H 2.82096 0.26748 0.07204
H 2.22603 -1.21640 -0.81945
H -1.31601 2.53890 -0.05961
H -3.07551 -1.38973 0.17763
H -0.52932 -1.53250 -0.11687

=====

*c*
ORCA calculation (the ωB97M-V functional and the def2-TZVPD basis) on the molecule C4H6N2S.

E_HOMO in eV: -8.29
Net charge: 0
Molecular weight in u: 114.17
HOMO-LUMO gap in hartree: 0.326

CARTESIAN COORDINATES (ANGSTROEM)
C -0.42655 -1.71614 0.46439
C -0.68215 0.51691 -0.78409
C -1.42666 1.31325 -1.48071
C 0.96050 -1.17901 0.72197
N -1.42398 -1.25927 -0.06517
N 1.40952 1.48040 1.03600
S 1.15483 0.51050 -0.20433
H -0.43802 -2.69206 0.86428
H -1.31270 2.17370 -2.13355
H -2.46851 1.01736 -1.44066
H 0.83864 -0.68685 1.79696
H 1.87213 -1.79791 0.51282
H 1.94296 2.31913 0.71208

=====

What are the relative energies? In hartree: *a* 0.1630; *b* 0.0000; *c* 0.2160.

=====

*a*
ORCA calculation (the ωB97M-V functional and the def2-TZVPD basis) on the molecule C9H10N2O2S2.

E_HOMO in eV: -8.93
Net charge: 0
Molecular weight in u: 242.32
HOMO-LUMO gap in hartree: 0.347

CARTESIAN COORDINATES (ANGSTROEM)
N -2.86859 -2.34500 0.12117
C -3.50944 -1.46729 -0.31892
S -4.44326 -0.10835 -0.76210
C -3.51262 1.08241 0.33171
C -2.31406 1.56583 -0.56395
N -1.13378 0.75817 -0.57272
S -0.25601 0.38400 0.67411
O -0.17509 1.35671 1.66247
O -0.68061 -0.93798 1.53681
C 1.34871 -0.19340 0.11831
C 1.71283 -0.14690 -1.20051
C 2.95231 -0.69121 -1.51181
C 3.90165 -0.87577 -0.51329
C 3.58701 -0.59907 0.81135
C 2.27150 -0.39486 1.12104
H -3.01960 0.67195 1.26997
H -4.04932 2.00014 0.56923
H -2.52382 1.61167 -1.69588
H -1.92546 2.53921 -0.22331
H -0.58960 -1.75833 1.06814
H 1.00473 0.22041 -2.02909
H 3.12577 -0.72476 -2.48961
H 4.94899 -1.15455 -0.95049
H 4.31876 -0.53740 1.50757
H 1.82900 -0.25563 2.03979

=====

*b*
ORCA calculation (the ωB97M-V functional and the def2-TZVPD basis) on the molecule C9H10N2O2S2.

E_HOMO in eV: -8.54
Net charge: 0
Molecular weight in u: 242.32
HOMO-LUMO gap in hartree: 0.323

CARTESIAN COORDINATES (ANGSTROEM)
C 3.08203 -0.84388 -0.75800
C 2.20972 -1.94100 -0.65895
C 2.52353 0.38504 -0.69323
C 0.98025 -1.83620 -0.07028
C 1.28869 0.56656 -0.00221
C 0.51847 -0.58626 0.31764
C 1.40194 2.86392 -0.19745
C 0.39450 2.12073 1.84080
C -3.76598 -0.34560 -0.96945
N 1.82469 3.69159 -0.86962
N 0.91932 1.82812 0.49649
O -1.17006 0.65080 -1.59824
O -3.27296 0.69328 -0.23324
S -1.07411 -0.49504 1.09213
S -1.65589 1.00026 -0.32265
H 4.05763 -0.86784 -1.16156
H 2.57214 -2.96395 -0.96606
H 3.15224 1.18629 -0.99104
H 0.43254 -2.78877 0.04774
H -0.48308 2.58916 1.72364
H 0.36311 1.22970 2.30384
H 1.21166 2.62024 2.30351
H -4.75167 -0.33348 -0.95488
H -3.56664 -1.27439 -0.56437
H -3.23976 -0.37183 -1.97030

=====

What are the relative energies? In hartree: *a* 0.0218; *b* 0.0000.

=====

*a*
ORCA calculation (the ωB97M-V functional and the def2-TZVPD basis) on a 10-piece molecular cluster, H20O10 overall.

E_HOMO in eV: -10.44
Net charge: 0
Molecular weight in u: 180.15
HOMO-LUMO gap in hartree: 0.382

CARTESIAN COORDINATES (ANGSTROEM)
O -0.64321 -0.38567 0.46786
H -1.12264 -0.22895 1.28919
H -0.68147 0.46096 0.00879
O 3.41593 -0.01377 -0.06485
H 4.12046 -0.42829 -0.57553
H 2.61662 -0.46537 -0.35840
O -0.83153 -2.29736 -3.64458
H -1.00045 -2.46174 -2.71000
H -0.67742 -3.17463 -4.01288
O 1.94238 2.06760 -2.44120
H 2.82000 2.11599 -2.04568
H 1.38495 1.72437 -1.73378
O 0.38375 -2.89620 -1.85764
H 0.95653 -2.66115 -1.11894
H -0.38813 -3.29334 -1.43876
O 1.43204 -1.22676 1.68942
H 2.27703 -1.09386 1.24521
H 1.23640 -2.15973 1.54696
O 0.60476 4.47891 -0.49966
H 1.05548 4.04282 0.23223
H 0.06894 5.15770 -0.07406
O -3.40599 -0.26505 3.76946
H -4.15686 -0.50048 4.32601
H -3.26284 0.67042 3.95218
O -1.17268 -2.31295 0.95799
H -0.78546 -2.13654 0.09316
H -1.30698 -3.26737 0.96453
O -1.31653 3.73101 0.79694
H -2.09666 3.48286 1.30567
H -1.46642 3.33657 -0.06963

=====

*b*
ORCA calculation (the ωB97M-V functional and the def2-TZVPD basis) on a 10-piece molecular cluster, H20O10 overall.

E_HOMO in eV: -10.09
Net charge: 0
Molecular weight in u: 180.15
HOMO-LUMO gap in hartree: 0.371

CARTESIAN COORDINATES (ANGSTROEM)
O 2.09562 -2.07401 1.19779
H 2.04501 -2.01052 2.15094
H 1.68533 -1.35440 0.73411
O -2.55844 1.16780 -2.14820
H -3.16889 0.84451 -2.80264
H -1.72971 1.58026 -2.35272
O -0.27252 1.31622 2.29319
H -0.89152 1.53978 1.59725
H -0.75823 0.88213 2.99737
O -1.53965 -1.03617 2.38708
H -1.62884 -0.82734 1.46994
H -0.80629 -1.58941 2.63873
O 2.08460 3.18702 0.90069
H 1.70354 3.94585 0.47707
H 3.03058 3.34738 0.79438
O -3.17321 -0.95502 -0.55870
H -3.70526 -0.95516 0.23664
H -2.65015 -0.14645 -0.58797
O 0.68086 0.90860 -0.58320
H 0.54336 0.84857 -1.54190
H 1.26631 1.65393 -0.44254
O -0.32994 -0.40924 -2.56558
H 0.10561 -0.52657 -3.41280
H -1.14750 -0.90896 -2.59188
O -0.55826 -3.03349 0.68493
H -0.14332 -3.04123 -0.19218
H 0.27138 -3.37983 1.06274
O 3.57920 0.54603 -0.62063
H 2.68392 0.81842 -0.33213
H 3.28639 -0.33871 -0.88978

=====

What are the relative energies? In hartree: *a* 0.0687; *b* 0.0000.